Record 1
{"formula": "C14H14N2O4S", "method": "ωB97M-V/def2-TZVPD", "symbols": ["O", "C", "N", "H", "C", "H", "H", "C", "O", "H", "H", "H", "C", "C", "C", "C", "C", "C", "O", "H", "H", "H", "H", "N", "C", "O", "C", "C", "C", "C", "S", "H", "H", "H", "H"], "positions_angstrom": [[0.10139, 2.04764, 0.09040], [0.68829, 0.97157, 0.20717], [2.01514, 0.89517, 0.36764], [2.47134, -0.00274, 0.32547], [2.83905, 2.07608, 0.25710], [3.71476, 1.96525, 0.89920], [2.23866, 2.92322, 0.60305], [3.27581, 2.32397, -1.19409], [2.19163, 2.32448, -2.08282], [1.44965, 2.78504, -1.66788], [3.82169, 3.27909, -1.23842], [3.94230, 1.52608, -1.53516], [-0.11893, -0.29179, 0.24478], [0.23771, -1.59886, 0.26042], [1.46659, -2.32198, 0.21820], [1.58752, -3.69667, 0.22636], [2.96429, -3.98880, 0.15596], [3.60141, -2.78769, 0.10894], [2.71205, -1.77595, 0.14609], [4.63795, -2.52094, 0.04946], [3.42049, -4.95706, 0.14165], [0.78061, -4.39800, 0.27515], [-0.60287, -2.28210, 0.29404], [-1.46069, 0.07491, 0.24912], [-2.59483, -0.67805, 0.29961], [-2.62393, -1.89497, 0.37225], [-3.82958, 0.11418, 0.26541], [-4.05469, 1.46429, 0.17764], [-5.42372, 1.78473, 0.17634], [-6.21669, 0.68046, 0.26261], [-5.31516, -0.77190, 0.34626], [-7.28783, 0.64093, 0.28128], [-5.80173, 2.78950, 0.11401], [-3.28223, 2.21058, 0.11450], [-1.54546, 1.09032, 0.18825]], "e_lumo_ev": -0.10, "multiplicity": 1, "gap_ev": 7.7699, "homo_ev": -7.86, "total_energy_ev": -36750.3045}

Record 2
{"formula": "C27H28FeIN2O4S", "method": "ωB97M-V/def2-TZVPD", "symbols": ["Fe", "C", "C", "C", "C", "C", "C", "C", "S", "O", "O", "N", "C", "C", "O", "O", "H", "H", "H", "H", "H", "H", "H", "H", "H", "I", "C", "C", "C", "C", "C", "C", "N", "C", "C", "C", "C", "C", "C", "H", "H", "H", "H", "H", "H", "H", "H", "H", "H", "C", "C", "C", "C", "C", "C", "H", "H", "H", "H", "H", "H", "H", "H", "H"], "positions_angstrom": [[-0.31533, 0.48662, 0.01096], [5.46447, -2.19852, 1.94918], [4.01220, -2.47939, 1.67343], [3.56954, -3.77178, 1.41651], [2.22367, -4.03069, 1.19747], [1.32383, -2.98661, 1.23103], [1.74712, -1.70204, 1.49776], [3.08620, -1.44045, 1.70547], [-0.45165, -3.22563, 1.02938], [-0.95869, -3.09908, 2.38715], [-0.63817, -4.54706, 0.44515], [-1.00393, -2.02368, 0.12849], [-1.10689, -2.34099, -1.24081], [0.21675, -1.88600, -2.02626], [0.47535, -2.49308, -3.05580], [0.81717, -0.94163, -1.48459], [6.07064, -3.08106, 1.75245], [5.60416, -1.91560, 2.99372], [5.82789, -1.37246, 1.33832], [4.28639, -4.58591, 1.39960], [1.85956, -5.03100, 1.01018], [0.98524, -0.93129, 1.54825], [3.40968, -0.43055, 1.91745], [-1.92733, -1.77299, -1.69941], [-1.25317, -3.41544, -1.40775], [0.69243, 1.93300, 1.95352], [4.12960, 2.35057, -2.96660], [3.11850, 2.85162, -3.76986], [1.79755, 2.76703, -3.39048], [1.41434, 2.18457, -2.16238], [2.46102, 1.64527, -1.38759], [3.77426, 1.72556, -1.77959], [0.12648, 2.03366, -1.75706], [-0.88209, 2.76396, -2.31079], [-2.15402, 2.17558, -2.45592], [-3.20986, 2.87167, -2.99810], [-3.05063, 4.18367, -3.42529], [-1.81402, 4.79221, -3.26603], [-0.75442, 4.11212, -2.70653], [5.16529, 2.42019, -3.27354], [3.36605, 3.31509, -4.71847], [1.03642, 3.11684, -4.07255], [2.21389, 1.11412, -0.48187], [4.54163, 1.29333, -1.15170], [-2.27398, 1.15027, -2.12633], [-4.17811, 2.39697, -3.09856], [-3.87828, 4.72402, -3.87090], [-1.67976, 5.82031, -3.58590], [0.18695, 4.62187, -2.54930], [-2.42974, -0.72683, 3.93764], [-3.49260, -0.39963, 2.88091], [-4.45913, 0.66463, 3.42912], [-4.23121, -1.69122, 2.49936], [-2.80960, 0.12276, 1.69290], [-2.25473, 0.56312, 0.70013], [-2.89707, -1.03699, 4.87313], [-1.79873, 0.13832, 4.13146], [-1.80568, -1.54189, 3.58005], [-4.95648, 0.31625, 4.33763], [-5.22031, 0.91482, 2.69011], [-3.90935, 1.57382, 3.66740], [-4.85287, -2.04773, 3.32351], [-3.49253, -2.45709, 2.26745], [-4.86391, -1.53957, 1.62369]], "charge": -2, "s2": 8.766, "e_lumo_ev": [4.28, 3.60], "multiplicity": 6, "gap_ev": [6.0840, 5.2753], "homo_ev": [-1.80, -1.68], "total_energy_ev": -92946.4660}

Record 3
{"formula": "C10H10N2", "method": "ωB97M-V/def2-TZVPD", "symbols": ["C", "C", "C", "C", "C", "C", "C", "C", "C", "C", "H", "H", "H", "H", "H", "H", "H", "H", "H", "H", "N", "N"], "positions_angstrom": [[0.52379, 0.97324, 2.21202], [0.38255, 2.89828, 0.70615], [0.19605, 3.08442, -0.67424], [-0.04311, 0.95153, -0.25548], [-0.10539, -0.51347, -0.39990], [-1.36094, -1.19128, -0.06163], [-1.45863, -2.59280, -0.09846], [-0.39144, -3.26413, -0.49824], [0.86082, -2.68166, -0.81232], [0.98315, -1.30656, -0.71284], [0.10670, -0.00952, 2.56689], [0.29319, 1.54232, 2.97142], [1.63453, 0.85919, 2.35280], [0.56968, 3.51246, 1.60903], [-0.02043, 4.16656, -1.22495], [-2.25412, -0.47695, 0.02054], [-2.62345, -2.79777, 0.21863], [-0.49744, -4.31172, -0.55835], [1.77559, -3.39904, -1.15033], [1.92022, -0.85250, -0.99334], [0.34090, 1.56975, 0.92018], [-0.11597, 1.80475, -1.24057]], "e_lumo_ev": 0.77, "multiplicity": 1, "gap_ev": 9.3656, "homo_ev": -8.60, "total_energy_ev": -13509.9255}

Record 4
{"formula": "C2H8NO", "method": "ωB97M-V/def2-TZVPD", "symbols": ["C", "C", "N", "H", "H", "H", "H", "H", "H", "H", "H", "O"], "positions_angstrom": [[0.58529, -0.89511, 0.64787], [1.27292, 1.33294, 0.36109], [0.37101, 0.28557, -0.03110], [0.77298, -0.83937, 1.73536], [1.45084, -1.46641, 0.20647], [-0.23963, -1.60785, 0.53712], [1.10667, 2.20149, -0.26759], [2.31939, 1.04670, 0.12221], [1.16190, 1.53971, 1.43386], [-1.29220, -0.00423, -0.74295], [-2.45368, -0.35996, -1.67190], [-1.99854, -0.64087, -0.86602]], "charge": 1, "e_lumo_ev": -9.48, "multiplicity": 1, "gap_ev": 5.9052, "homo_ev": -15.39, "total_energy_ev": -5729.7187}

Record 5
{"formula": "C4H7NO2", "method": "ωB97M-V/def2-TZVPD", "symbols": ["C", "C", "C", "C", "H", "H", "H", "H", "H", "H", "H", "N", "O", "O"], "positions_angstrom": [[-1.22956, -1.32644, 0.29023], [2.07901, -0.72851, -0.10189], [2.25064, 0.69315, 0.01965], [2.22989, 1.91065, 0.19547], [-2.67279, 1.95186, -0.87029], [-1.70250, 0.92740, -0.10751], [-2.06772, -0.95431, -0.30456], [-1.44614, -1.04981, 1.33570], [-1.07114, -2.36121, 0.14409], [2.96722, -1.41026, -0.17013], [2.32076, 2.94673, 0.03104], [0.98645, -1.40354, -0.21148], [-2.57125, 1.36850, -0.04825], [-0.07287, -0.56421, -0.20207]], "e_lumo_ev": 0.39, "multiplicity": 1, "gap_ev": 9.8714, "homo_ev": -9.48, "total_energy_ev": -9842.0007}